Computed, not measured: a 5-piece molecular cluster, C36H62Cl3N4O11P2S overall in a non-equilibrium geometry, with ωB97M-V with the def2-TZVPD basis set.

Geometry as XYZ:
```
119
Properties=species:S:1:pos:R:3
C 3.78896 -0.76154 3.12598
C 2.40733 0.02161 2.93366
C 1.30200 -1.08556 2.65786
C -0.12336 -0.52041 2.35588
C -0.61926 -0.25552 0.90909
P -2.51777 0.00729 1.20312
O -3.06908 1.17494 0.11546
Cl -2.87730 0.84979 3.06843
C -0.12622 1.22356 0.51005
C 0.67510 1.19013 -0.90815
C 1.86608 2.19746 -0.59565
C 2.70222 2.65200 -1.86604
C 1.36907 3.57322 0.04613
C 2.52476 4.67960 0.05351
P -0.14634 1.90259 -2.44170
C -1.62632 2.98097 -1.92582
O -0.88169 0.67826 -3.37069
C 0.96118 -0.38397 -0.80301
C 1.93949 -1.13173 -1.77359
Cl 2.00050 -0.58427 -3.48358
C 3.44637 -1.22116 -1.21325
C 3.94850 -2.70095 -1.49033
Cl 4.60872 -0.14668 -2.09927
N -0.24244 -1.12291 -0.27213
N -0.02032 -2.41507 0.26173
C -1.40695 -1.33542 -1.20645
C -1.15093 -2.10848 -2.52278
S -1.41321 -3.95420 -2.39250
C -0.79589 -4.45617 -4.01836
N -1.44749 -4.95416 -5.05250
N -0.51475 -5.10939 -6.03855
C 0.64999 -4.70560 -5.58778
O 0.54377 -4.27733 -4.27896
H 4.48382 -0.45771 2.29709
H 4.28775 -0.45402 4.06854
H 3.64102 -1.85838 3.01525
H 2.57746 0.67584 2.04148
H 2.17868 0.62868 3.83677
H 1.74660 -1.77315 1.90750
H 1.24729 -1.67148 3.61399
H -0.17661 0.44731 2.91971
H -0.87160 -1.18135 2.88229
H -3.35139 1.97369 0.60291
H -0.78656 2.08121 0.72956
H 0.74877 1.30341 1.20837
H 2.60206 1.74786 0.11707
H 3.74909 2.88133 -1.54035
H 2.79612 1.87740 -2.65367
H 2.23483 3.53625 -2.36496
H 0.53031 4.02794 -0.52622
H 1.12379 3.45221 1.13438
H 2.49004 5.19078 -0.93624
H 2.25841 5.43327 0.82821
H 3.51257 4.20323 0.24626
H -2.59072 2.46712 -2.14651
H -1.57559 3.86545 -2.61043
H -1.53920 3.31296 -0.86938
H -1.15857 1.10273 -4.20255
H 1.61442 -0.34609 0.11764
H 1.60627 -2.20277 -1.81217
H 3.50947 -1.09374 -0.11042
H 4.84255 -2.86942 -0.84036
H 3.19179 -3.44924 -1.14016
H 4.16754 -2.87672 -2.56590
H 0.37306 -3.08570 -0.38931
H -0.78404 -2.76400 0.82918
H -1.93042 -0.38548 -1.50288
H -2.20334 -1.93407 -0.68932
H -0.18770 -1.96147 -3.04492
H -1.94288 -1.77187 -3.23897
H 1.64015 -4.63534 -6.06107
O 2.61011 2.97576 4.77281
C 2.88337 4.14436 4.78351
O 4.13739 4.61878 4.97469
C 4.10676 6.05420 5.04120
C 2.83046 6.45773 4.33048
C 1.90780 5.28944 4.63747
H 4.11053 6.35363 6.09208
H 4.99300 6.46091 4.55641
H 2.44314 7.42269 4.65568
H 3.00723 6.51245 3.25321
H 1.37665 5.42557 5.58140
H 1.20583 5.10422 3.82671
O 3.70981 -5.68118 -1.45360
C 3.18620 -6.63777 -1.95611
O 3.86090 -7.74971 -2.32998
C 2.96763 -8.65829 -2.99499
C 1.58155 -8.27162 -2.51981
C 1.72184 -6.77347 -2.30565
H 3.08714 -8.53561 -4.07443
H 3.22268 -9.68234 -2.72717
H 0.79377 -8.54527 -3.22121
H 1.36659 -8.75989 -1.56629
H 1.52174 -6.21003 -3.21855
H 1.09106 -6.42052 -1.49167
O -3.85621 4.38392 3.60124
C -4.39214 4.11430 4.64032
O -4.56741 5.00088 5.64965
C -5.13962 4.33221 6.78653
C -5.81253 3.09556 6.22371
C -4.92237 2.75741 5.03982
H -4.33645 4.08704 7.48604
H -5.84720 4.99531 7.28181
H -5.90734 2.28845 6.94948
H -6.81478 3.34692 5.86880
H -4.08394 2.12035 5.32847
H -5.48691 2.30419 4.22756
O -2.99080 0.33023 -5.04442
C -3.95447 -0.25900 -4.64309
O -4.14738 -0.57977 -3.33529
C -5.33896 -1.37671 -3.20644
C -6.16156 -1.06404 -4.44033
C -5.08956 -0.79019 -5.48396
H -5.04930 -2.42989 -3.15547
H -5.85888 -1.10961 -2.28725
H -6.84769 -1.86468 -4.71348
H -6.75046 -0.15895 -4.27380
H -4.76319 -1.70464 -5.98349
H -5.41397 -0.05094 -6.21281
```

Properties
**Max |F|**: 0.1032 Eh/bohr
**LUMO energy**: -2.08 eV
**HOMO level**: -0.3733 Eh
**DFT total energy**: -4916.75075 a.u.
**Molar mass**: 927.28 g/mol
**Total charge**: +1
**Orbital gap**: 0.297 Eh


Computed, not measured: a 9-piece molecular cluster, C36H62O18 overall in a non-equilibrium geometry, with ωB97M-V with the def2-TZVPD basis set.

Geometry as XYZ:
```
116
Properties=species:S:1:pos:R:3
C -3.90573 0.89357 -1.60174
C -3.68580 0.59691 -0.09773
O -4.89554 0.69656 0.62856
C -5.59451 -0.40703 0.97547
C -6.91244 -0.11928 1.62730
O -5.28312 -1.53934 0.71334
H -3.71945 1.93826 -1.84134
H -4.90346 0.62291 -1.94078
H -3.14651 0.25731 -2.05629
H -3.23746 -0.39696 -0.03719
H -2.90527 1.26181 0.27461
H -7.65086 -0.87848 1.38407
H -7.40138 0.72370 1.12502
H -6.75462 0.14055 2.67120
C -3.29682 3.60812 5.22015
C -4.04715 3.02768 4.02746
O -3.90661 1.61962 4.02336
C -2.83790 1.08902 3.38636
C -2.64566 -0.38073 3.69862
O -2.03149 1.65838 2.68970
H -3.66325 3.15774 6.14560
H -3.39873 4.68930 5.30698
H -2.24387 3.33065 5.16998
H -5.07942 3.38143 4.04907
H -3.71701 3.57854 3.14153
H -3.01194 -0.54697 4.70964
H -1.61610 -0.70112 3.57780
H -3.22427 -0.91939 2.94353
C 5.12853 -5.24109 -0.38859
C 3.66381 -5.58958 -0.76768
O 3.66765 -6.84891 -1.43447
C 2.51940 -7.42844 -1.78563
C 2.73356 -8.71263 -2.54755
O 1.42466 -7.08703 -1.42073
H 5.60119 -4.88959 -1.30717
H 5.68708 -6.09634 -0.02019
H 5.09432 -4.39900 0.30048
H 3.08747 -5.67469 0.15242
H 3.31226 -4.83608 -1.47064
H 1.81158 -9.20814 -2.82610
H 3.33473 -9.37757 -1.91943
H 3.41032 -8.61764 -3.39959
C -0.12339 1.91312 -0.11812
C 0.17330 0.60681 0.59317
O 0.93504 -0.32653 -0.19430
C 0.29773 -1.38889 -0.65209
C 1.17947 -2.46866 -1.20010
O -0.90494 -1.51529 -0.65028
H -0.61306 2.67274 0.48878
H -0.73102 1.80251 -1.02428
H 0.78027 2.37012 -0.53199
H 0.83751 0.90116 1.40652
H -0.68402 0.08582 1.00966
H 0.68066 -3.18410 -1.85088
H 1.60002 -3.12404 -0.43147
H 2.04620 -2.06783 -1.72560
O 2.07143 2.47150 3.12283
C 1.67123 3.32090 3.85797
C 0.30040 3.64128 4.38234
C 0.32948 5.05871 4.81967
C 1.76003 5.23753 5.24019
O 2.49422 4.22642 4.48545
H -0.44011 3.44169 3.60437
H 0.10972 2.91763 5.17982
H 0.08038 5.79981 4.05846
H -0.37105 5.28014 5.62726
H 2.16479 6.15645 4.82102
H 1.94673 5.09943 6.30295
O -1.36557 1.69333 -3.74140
C -0.71706 0.80934 -4.24241
C 0.51598 0.12578 -3.77600
C 0.73664 -1.09752 -4.67876
C -0.16877 -0.72054 -5.87333
O -1.10992 0.23882 -5.39145
H 1.33257 0.78104 -4.09764
H 0.66717 0.01782 -2.70803
H 1.79232 -0.99307 -4.92969
H 0.54542 -2.09340 -4.28767
H 0.31920 -0.30527 -6.75719
H -0.84351 -1.51550 -6.20049
O -1.46827 -4.23624 4.98019
C -1.83510 -4.35745 3.84822
C -1.03541 -4.77356 2.64732
C -1.90326 -4.37408 1.45048
C -3.32051 -4.38670 2.01792
O -3.13039 -4.36340 3.46736
H -0.11324 -4.22727 2.44381
H -0.77999 -5.83072 2.71752
H -1.48832 -3.47700 0.99137
H -1.64419 -5.04559 0.62496
H -3.84837 -3.45215 1.84236
H -3.87525 -5.31328 1.89058
O 1.65057 5.60241 -5.31948
C 1.02515 5.65763 -4.28103
C 0.85788 4.55870 -3.25848
C 1.15387 5.33250 -1.98810
C 0.70682 6.72904 -2.28093
O 0.67947 6.80239 -3.72907
H -0.22856 4.40991 -3.21196
H 1.39980 3.62762 -3.37341
H 0.55895 4.91180 -1.17540
H 2.22082 5.28332 -1.76377
H -0.32587 6.95041 -2.01146
H 1.43202 7.41290 -1.84305
O 3.23021 1.88293 -3.84285
C 3.89805 1.12998 -3.17198
C 5.29309 0.66220 -3.43471
C 5.72314 0.05260 -2.06353
C 4.35405 -0.29192 -1.42182
O 3.44904 0.66528 -2.00407
H 5.25374 -0.09833 -4.21653
H 5.90968 1.49674 -3.75711
H 6.44521 -0.73336 -2.27093
H 6.23381 0.87078 -1.55863
H 4.01013 -1.30735 -1.58501
H 4.45547 -0.01595 -0.37545
```

Properties
**Max |F|**: 0.0693 Eh/bohr
**LUMO energy**: 0.14 eV
**HOMO level**: -0.3492 Eh
**DFT total energy**: -2763.27906 a.u.
**Molar mass**: 782.87 g/mol
**SMILES**: CCOC(C)=O.CCOC(C)=O.CCOC(C)=O.CCOC(C)=O.O=C1CCCO1.O=C1CCCO1.O=C1CCCO1.O=C1CCCO1.O=C1CCCO1
**Energy relative to the best compared isomer or geometry (same formula, charge and spin)**: 2.954 eV
**Orbital gap**: 0.354 Eh